Record 1
# C12H32InO7

C12H32InO7 as an isolated structure (ωB97M-V/def2-TZVPD, the Open Molecules 2025 dataset).

Cartesian coordinates (Å):
O  5.96372  -2.20565  1.96686
C  5.35140  -1.10958  1.28986
C  3.85108  -1.25853  1.39040
O  3.29014  -0.11617  0.76798
C  1.90664  -0.23210  0.56220
O  1.25139  -0.17484  1.78859
C  -0.18187  -0.34970  1.60146
In  -0.82756  -2.46773  1.23414
H  6.78947  -2.42689  1.52453
H  5.64716  -1.08108  0.23606
H  5.65542  -0.16215  1.74919
H  3.54452  -1.31984  2.43891
H  3.51482  -2.17337  0.88802
H  1.67136  -1.18744  0.06462
H  1.61744  0.61006  -0.08195
H  -0.62949  0.02931  2.52348
H  -0.49903  0.33561  0.79520
H  -2.18851  -2.46724  0.10060
H  0.55911  -3.34592  0.55838
H  -1.33543  -3.16734  2.78246
C  -4.40799  -3.58139  -3.93565
O  -5.74578  -3.77350  -3.50716
C  -5.84955  -4.07862  -2.12626
C  -6.18359  -2.85982  -1.29012
O  -5.16499  -1.88902  -1.36543
C  -5.45151  -0.79174  -2.19946
H  -4.45060  -3.15460  -4.93703
H  -3.86401  -2.90659  -3.27213
H  -3.87065  -4.53526  -3.97922
H  -4.91242  -4.51249  -1.76149
H  -6.64198  -4.82396  -2.00762
H  -6.27218  -3.17400  -0.24522
H  -7.14720  -2.43946  -1.60437
H  -6.17838  -0.11480  -1.73305
H  -5.84076  -1.10945  -3.17228
H  -4.51653  -0.25277  -2.34430
C  3.52271  3.14366  -0.38240
O  2.18502  3.20966  0.06876
C  2.05185  3.07179  1.47882
C  1.80374  4.40240  2.15138
O  2.88849  5.31282  2.01457
C  2.72302  6.22619  0.95270
H  3.50496  3.35851  -1.45112
H  4.15341  3.88501  0.12018
H  3.94230  2.14575  -0.22175
H  2.94193  2.59110  1.89586
H  1.21044  2.40394  1.67552
H  1.65513  4.23179  3.22080
H  0.88773  4.85270  1.74992
H  1.94524  6.96513  1.18361
H  2.45875  5.72084  0.02050
H  3.67162  6.74676  0.82243

Force components x, y, z for each atom (eV/Å):
O 0.154 -0.100 -0.053
C 0.091 0.012 -0.025
C -0.083 0.050 0.048
O 0.027 -0.016 -0.080
C -0.076 -0.152 0.160
O 0.063 0.171 -0.099
C 0.002 0.055 -0.083
In -0.062 -0.061 0.022
H -0.166 0.089 0.084
H -0.042 -0.020 0.014
H -0.024 -0.012 -0.015
H 0.016 -0.018 -0.031
H 0.030 0.027 0.012
H 0.018 0.077 -0.033
H 0.028 0.001 0.032
H 0.014 -0.034 -0.005
H -0.015 -0.029 0.085
H -0.001 0.005 -0.051
H 0.039 -0.027 -0.007
H 0.023 -0.002 0.024
C 0.006 0.006 0.002
O -0.018 0.043 0.003
C 0.068 -0.032 0.026
C -0.045 -0.013 -0.001
O 0.022 0.030 0.006
C -0.020 -0.005 -0.017
H 0.004 -0.012 -0.003
H -0.002 0.009 -0.009
H -0.005 -0.006 0.013
H -0.017 -0.006 -0.004
H -0.009 -0.002 -0.002
H -0.014 0.022 0.005
H 0.011 -0.009 -0.014
H -0.020 -0.016 0.000
H 0.026 0.002 -0.005
H -0.011 0.017 0.009
C -0.005 -0.008 -0.022
O -0.031 0.107 0.040
C 0.075 -0.090 -0.051
C -0.078 0.041 -0.005
O 0.024 -0.045 -0.007
C 0.012 0.001 -0.025
H 0.024 -0.020 -0.002
H 0.008 -0.009 -0.007
H -0.016 -0.001 0.025
H -0.005 0.004 -0.004
H -0.022 -0.025 0.014
H 0.003 -0.004 0.007
H 0.010 -0.001 0.017
H -0.013 -0.014 0.004
H 0.012 0.005 0.000
H -0.011 0.012 0.011

## Properties
* HOMO-LUMO gap: 6.94 eV
* total charge: -1

***

Record 2
# C12H32N2O7Zn

C12H32N2O7Zn as an isolated structure at a distorted geometry (ωB97M-V/def2-TZVPD, the Open Molecules 2025 dataset).

Cartesian coordinates (Å):
Zn  2.62560  -0.33553  0.51223
O  5.80383  0.11773  1.33787
H  6.34345  0.07482  2.15119
O  0.88454  2.57322  0.09646
H  0.84856  3.41952  -0.39038
C  -6.31813  0.50564  -0.39178
C  -5.79624  1.22730  0.81767
C  -6.55224  0.97792  2.19206
O  -5.85939  1.64035  3.20770
C  -6.44720  1.39699  4.46759
N  -4.45416  0.73910  1.07130
H  -5.54597  0.47865  -1.16064
H  -7.21851  0.97396  -0.78937
H  -6.54279  -0.54646  -0.21651
H  -5.65830  2.30054  0.68638
H  -6.73611  -0.09429  2.26030
H  -7.55377  1.40682  2.15927
H  -6.39946  0.36060  4.80182
H  -7.45524  1.81154  4.47776
H  -5.99778  1.94645  5.29476
H  -4.35464  0.67842  2.07455
H  -3.58081  1.20998  0.88259
C  1.74879  -4.36893  2.06032
C  0.51453  -3.48828  2.38668
C  0.69886  -2.66480  3.67686
O  1.88073  -1.84505  3.53333
C  2.19055  -1.10931  4.71103
N  0.51371  -2.55560  1.28548
H  2.68346  -3.82257  1.93397
H  1.55270  -4.85240  1.10329
H  1.93959  -5.07082  2.87213
H  -0.35476  -4.14188  2.45908
H  0.76563  -3.30548  4.55616
H  -0.15426  -1.99262  3.76888
H  2.37855  -1.75416  5.56947
H  1.40667  -0.39554  4.96435
H  3.10996  -0.53565  4.59398
H  0.29165  -3.01480  0.41374
H  -0.31702  -1.98129  1.29787
C  4.98676  3.82335  -5.17878
C  5.10370  2.36856  -4.74827
O  4.47869  1.42913  -5.62297
C  3.83952  0.38813  -5.18311
O  3.64914  0.10250  -4.03740
O  3.46206  -0.47082  -6.20603
C  3.43186  -0.20394  -7.61149
H  5.73506  4.39389  -4.62865
H  3.94521  4.13634  -5.10593
H  5.25397  3.95035  -6.22786
H  4.65071  2.39650  -3.75726
H  6.12897  2.07378  -4.52463
H  3.16369  0.84202  -7.76036
H  2.81830  -0.88288  -8.20367
H  4.46784  -0.31099  -7.93303

Force components x, y, z for each atom (eV/Å):
Zn 0.444 0.783 0.608
O -0.606 -0.059 -0.365
H -0.728 -0.143 -0.141
O -0.043 -0.525 0.332
H 0.502 -0.642 -0.047
C -0.695 0.027 -0.437
C 1.107 0.480 1.483
C -0.680 0.931 -2.500
O 0.595 -0.653 0.865
C -0.299 0.622 0.649
N 1.341 -1.801 1.625
H -0.050 0.317 -0.026
H -0.052 0.028 -0.129
H -0.020 -0.023 0.413
H -0.941 0.287 -0.330
H 0.646 -0.367 0.708
H -0.316 0.165 -0.316
H -0.289 -0.286 -0.450
H -0.484 -0.516 -0.147
H 0.791 0.303 -0.503
H -0.040 -0.367 0.258
H -0.583 0.849 -1.162
C -0.287 -0.100 0.642
C 2.589 -0.024 0.354
C 0.576 0.495 -0.801
O -0.224 -0.377 0.364
C 0.063 0.019 0.099
N -1.292 1.238 -1.433
H -0.292 0.461 0.106
H 0.038 -0.443 0.184
H -0.146 -0.394 -0.244
H -0.279 0.188 0.058
H 0.064 -0.073 0.082
H -0.280 0.040 0.269
H -0.229 -0.300 0.075
H -0.252 -0.016 0.007
H -0.028 -0.124 -0.562
H 0.627 -0.716 -0.325
H -0.219 0.752 0.665
C 0.217 -0.880 -1.461
C -0.012 0.703 1.824
O 0.634 1.584 -1.501
C -0.446 -1.825 -0.653
O -0.208 -0.122 -0.052
O -0.831 -0.233 1.443
C 1.653 1.390 0.479
H -0.535 0.195 0.322
H 0.235 0.379 0.426
H 0.099 -0.066 -0.162
H -0.404 -0.795 -0.030
H 0.110 -0.180 -0.633
H -0.266 -0.108 -0.278
H -0.262 -0.089 0.793
H -0.014 0.010 -0.448

## Properties
* HOMO-LUMO gap: 3.89 eV
* ΔE to the lowest compared entry with this formula, charge and spin: 216.1 kcal per mole
* total charge: 0

***

Record 3
# C12H32N3O8P2

A 3-piece molecular cluster, C12H32N3O8P2 overall at a distorted geometry (ωB97M-V/def2-TZVPD, the Open Molecules 2025 dataset).

Cartesian coordinates (Å):
C  -0.00971  -1.07921  4.62231
O  -0.61977  -1.46617  3.41576
C  -1.66954  -0.62099  2.99366
N  -2.47979  0.00159  4.00069
P  -2.17823  1.57200  4.44691
N  -3.05123  2.16259  5.60867
C  -3.49442  -0.78248  4.67960
C  -3.15502  -2.28109  4.89015
O  -3.39976  -3.02836  3.91287
O  -2.67814  -2.61136  5.97061
P  -5.17208  -0.70254  3.83107
N  -5.82153  0.86308  4.17923
O  -6.06920  -1.69725  4.78704
H  0.53690  -0.13690  4.49937
H  0.74466  -1.83312  4.83234
H  -0.68776  -1.07254  5.47291
H  -1.22355  0.17124  2.36912
H  -2.30423  -1.19266  2.32565
H  -0.80744  1.66137  4.77160
H  -2.31614  2.37468  3.28503
H  -3.58305  2.95227  5.27100
H  -3.65835  -0.36188  5.67479
H  -5.79337  1.09887  5.16746
H  -5.33546  1.55599  3.62834
H  -5.75651  -1.65103  5.69999
C  0.24456  -0.43081  -0.68789
O  0.98097  -0.29799  0.51280
C  1.84198  -1.39911  0.76598
C  3.27309  -1.08202  0.39186
O  3.42317  -0.88956  -1.00935
C  3.47769  0.47594  -1.37954
H  -0.18137  0.54322  -0.92828
H  0.87502  -0.75398  -1.52044
H  -0.57489  -1.14457  -0.55000
H  1.49152  -2.29101  0.23898
H  1.79085  -1.60332  1.83926
H  3.90565  -1.93078  0.66995
H  3.62616  -0.20336  0.94053
H  4.46015  0.89626  -1.13358
H  2.69694  1.06078  -0.88804
H  3.33012  0.53613  -2.45812
C  1.26701  2.06710  -7.85052
O  2.22781  1.04419  -8.04213
C  3.40723  1.23632  -7.27607
C  3.41457  0.38130  -6.02720
O  2.39644  0.77038  -5.11954
C  1.25940  -0.07681  -5.16455
H  0.32087  1.71777  -8.26127
H  1.12592  2.30123  -6.79338
H  1.56739  2.97290  -8.38909
H  3.53032  2.29275  -7.01861
H  4.25103  0.94292  -7.90864
H  4.37267  0.51626  -5.51516
H  3.31725  -0.67719  -6.28580
H  1.46970  -1.02178  -4.65306
H  0.94576  -0.27858  -6.19110
H  0.44776  0.42933  -4.64413

Force components x, y, z for each atom (eV/Å):
C 0.710 -0.280 -0.133
O -0.504 -0.118 0.286
C 0.305 0.490 -0.865
N 0.298 0.053 0.023
P -0.548 0.662 0.493
N 0.241 -0.174 -0.085
C -1.573 0.033 1.104
C 0.156 -0.883 -1.629
O -0.190 0.512 -0.178
O 0.463 0.179 1.554
P 0.328 -0.411 -1.793
N -0.062 -0.682 0.616
O 0.245 0.714 0.336
H -0.153 0.233 0.132
H 0.029 -0.189 0.003
H -0.190 0.163 -0.009
H 0.052 0.200 0.173
H -0.091 -0.416 0.148
H -0.012 -0.251 -0.392
H 0.416 -0.289 -0.169
H -0.232 0.003 0.111
H 0.261 0.161 0.086
H 0.220 0.351 -0.059
H -0.025 0.168 0.036
H -0.068 -0.263 0.149
C -0.130 -0.012 0.104
O 0.142 0.030 -0.218
C -0.091 0.222 0.344
C 0.015 -0.271 -0.184
O -0.046 0.136 0.035
C 0.046 -0.063 -0.117
H 0.002 0.015 0.060
H 0.016 -0.015 0.007
H 0.011 -0.031 -0.078
H 0.033 -0.005 -0.037
H -0.041 -0.051 -0.013
H -0.002 0.008 0.037
H -0.043 0.030 0.002
H -0.037 0.082 0.034
H 0.014 -0.002 0.033
H 0.021 -0.035 -0.004
C 0.002 -0.001 -0.108
O -0.067 0.058 0.145
C 0.014 -0.218 -0.245
C 0.077 0.219 0.246
O -0.087 -0.053 -0.152
C -0.006 0.010 0.120
H 0.032 -0.040 -0.036
H 0.025 0.002 0.008
H -0.028 0.054 0.070
H -0.016 0.000 0.062
H 0.030 0.017 0.033
H 0.024 -0.029 -0.031
H -0.020 0.002 -0.052
H -0.037 -0.034 -0.043
H 0.025 -0.008 -0.011
H 0.045 0.017 0.050

## Properties
* HOMO-LUMO gap: 6.50 eV
* ΔE to the lowest compared entry with this formula, charge and spin: 0.0 kcal per mole
* total charge: -1

***

Record 4
# C12H32O10P3

A 3-piece molecular cluster, C12H32O10P3 overall at a distorted geometry (ωB97M-V/def2-TZVPD, the Open Molecules 2025 dataset).

Cartesian coordinates (Å):
C  -6.93263  4.01516  -3.15730
C  -6.54769  2.92264  -2.17765
O  -7.23440  1.72380  -2.48149
C  -6.40420  0.57512  -2.30653
C  -5.89427  0.37653  -0.86905
C  -4.35720  0.23169  -0.75334
P  -3.53123  1.46578  0.14534
C  -4.70025  2.19135  1.39077
O  -3.24630  2.80133  -0.96783
H  -8.01512  4.09768  -3.15664
H  -6.55756  3.80798  -4.15211
H  -6.53233  4.95007  -2.77659
H  -5.47085  2.78334  -2.17930
H  -6.88450  3.24688  -1.19185
H  -5.57406  0.62341  -3.01370
H  -7.02537  -0.26688  -2.59739
H  -6.33660  1.13816  -0.23058
H  -6.33475  -0.57011  -0.54510
H  -3.95925  0.34045  -1.76447
H  -5.18643  1.40923  1.95817
H  -5.42283  2.84035  0.89379
H  -4.11339  2.84666  2.02446
H  -3.08724  3.57335  -0.41421
C  1.88600  -1.78761  0.27877
O  1.12947  -0.66278  -0.16256
P  0.29777  -0.88820  -1.57015
O  -0.18266  -2.27421  -1.40898
O  1.62239  -0.77455  -2.54182
C  2.54027  0.30380  -2.36306
O  -0.75705  -0.42283  -2.76635
C  -1.11092  0.97049  -2.91198
H  2.63586  -1.41010  0.97529
H  1.24314  -2.49039  0.80234
H  2.38514  -2.28695  -0.55123
H  3.44398  -0.06195  -1.87010
H  2.12309  1.11390  -1.76502
H  2.80627  0.69370  -3.34609
H  -0.22402  1.58083  -3.12122
H  -1.61216  1.34573  -2.02014
H  -1.79546  1.04859  -3.75276
C  4.70994  -1.57353  4.82072
O  5.62708  -1.29670  3.75782
P  5.96751  -2.58247  2.78325
O  4.62756  -3.18935  2.66120
O  6.93783  -3.26791  3.91631
C  7.96722  -2.49823  4.54968
O  6.69541  -3.47860  1.57586
C  7.83235  -2.95072  0.86708
H  4.85548  -0.78696  5.56068
H  3.68792  -1.53808  4.45374
H  4.90918  -2.54332  5.27373
H  7.65990  -2.24324  5.56435
H  8.19171  -1.57690  4.01293
H  8.86808  -3.10849  4.59456
H  8.66424  -2.75105  1.54964
H  7.57010  -2.03742  0.33194
H  8.14579  -3.69848  0.14417

Force components x, y, z for each atom (eV/Å):
C -0.098 -0.276 0.529
C -0.471 0.180 -0.125
O 0.121 -0.070 -0.370
C -0.309 0.120 0.235
C 0.394 -0.952 -0.392
C -1.170 1.488 0.273
P 1.648 -1.106 0.061
C 0.104 0.480 -0.798
O -0.784 0.453 0.209
H -0.213 0.056 -0.273
H -0.007 0.042 -0.236
H 0.158 0.264 -0.166
H 0.211 -0.119 0.205
H 0.320 0.072 0.319
H 0.208 0.092 -0.046
H -0.178 -0.099 -0.149
H -0.034 0.190 0.061
H -0.242 -0.043 0.234
H 0.552 -0.671 -0.090
H -0.117 -0.090 0.184
H -0.385 -0.134 -0.045
H 0.116 -0.081 0.372
H 0.253 0.260 -0.067
C 0.105 -0.358 0.247
O -1.302 2.847 -0.548
P 1.103 -5.617 -1.954
O 0.065 0.077 0.048
O -0.154 0.790 0.308
C 0.019 -0.198 -0.067
O 0.339 2.318 2.416
C 0.011 0.158 -0.083
H -0.078 0.138 -0.043
H -0.044 -0.058 -0.142
H -0.089 -0.016 -0.028
H -0.002 0.041 0.045
H 0.045 0.018 0.023
H -0.022 -0.031 -0.017
H -0.018 -0.057 -0.042
H -0.042 -0.002 -0.066
H 0.004 -0.118 0.000
C -0.430 0.012 0.176
O 1.997 1.608 -2.122
P -2.948 -5.082 3.611
O -0.032 0.229 -0.401
O 0.619 0.483 -0.355
C -0.186 -0.175 0.105
O 0.786 3.279 -0.897
C 0.103 -0.168 0.136
H 0.116 0.054 -0.110
H 0.015 -0.117 -0.061
H 0.014 -0.035 -0.088
H 0.006 0.064 0.001
H 0.003 0.037 0.037
H -0.023 -0.054 -0.019
H -0.008 -0.022 -0.023
H 0.017 -0.028 -0.044
H -0.066 -0.072 0.033

## Properties
* HOMO-LUMO gap: 2.10 eV
* total charge: -1

***

| no. | LUMO energy (hartree) |
| --- | --- |
| 1 | 0.09999 |
| 2 | -0.14492 |
| 3 | 0.07743 |
| 4 | -0.00386 |